An isolated molecule of C4H6N2 at a distorted geometry. Source: the OMol25 dataset; level of theory: the ωB97M-V functional and the def2-TZVPD basis.

- E_LUMO (spin up / spin down) (hartree) = 0.012 / -0.005
- HOMO (spin up / spin down) (eV) = -7.758 / -8.040
- spin multiplicity = 1
- orbital gap (spin up / spin down) (eV) = 8.1 / 7.9

Atoms and positions in Å:
H (0.227, -2.466, 0.782)
H (-1.464, 1.068, 0.110)
C (-0.193, -1.571, 1.211)
C (-0.392, 0.928, 0.156)
N (0.379, 0.971, -1.049)
H (-0.751, -1.369, 2.130)
N (0.302, 2.235, -1.698)
H (-0.103, 1.584, 0.858)
C (0.009, -0.561, 0.375)
H (0.954, 2.290, -2.437)
H (1.341, -1.176, -1.420)
C (0.596, -0.533, -0.924)

Atom charges from the Löwdin analysis, given in e for atoms 1 to 8: 0.060 0.125 0.042 -0.139 -0.168 0.068 0.097 0.077